Arrangement 1

The following is a quantum chemistry calculation of the molecule C3H3FN2O2, from the OMol25 dataset.

```
11
Properties=species:S:1:pos:R:3:mulliken_charge:R:1
F 2.392 0.302 0.045 -0.27
O -0.637 -1.487 0.029 -0.29
O -2.255 0.130 0.158 -0.35
N -1.072 -0.187 -0.427 0.14
N -0.247 1.953 0.026 -0.71
C -0.012 0.719 -0.138 0.48
C 0.703 -1.409 0.098 -0.40
C 1.147 -0.154 -0.028 0.38
H 0.636 2.447 0.195 0.23
H 1.195 -2.336 0.244 0.44
H -2.016 0.724 0.883 0.34
```

## Properties
Structure (SMILES)   [H]/N=c1\c(F)con1O
LUMO   0.56 eV
HOMO-LUMO gap   9.84 eV


Arrangement 2

The following is a quantum chemistry calculation of the molecule C3H3FN2O2, from the OMol25 dataset.

```
11
Properties=species:S:1:pos:R:3:mulliken_charge:R:1
F -1.646 0.363 2.883 -0.22
O 0.976 -0.045 -2.146 -0.53
O -0.026 0.404 1.328 -0.28
N -2.007 -0.367 0.709 -0.46
N -1.146 -0.423 -0.389 -0.21
C -1.294 0.120 1.654 0.56
C 1.250 0.127 -0.788 -0.34
C -0.014 0.035 0.018 0.61
H 1.952 -0.623 -0.388 0.22
H 0.234 -0.679 -2.224 0.36
H 1.722 1.090 -0.658 0.29
```

## Properties
Structure (SMILES)   OCc1nnc(F)o1
LUMO   0.64 eV
HOMO-LUMO gap   11.22 eV


Referenced to the most stable arrangement, the calculated values in hartree are arrangement 1 0.1052; arrangement 2 0.0000.


Arrangement 1

The following is a quantum chemistry calculation of a cluster of 4 separate species, C3H5NOS2 in total, from the OMol25 dataset.

```
12
Properties=species:S:1:pos:R:3:mulliken_charge:R:1
S -1.919 -0.963 0.042 -0.26
S 1.181 -1.302 -0.113 -0.08
O 1.065 1.242 -0.297 -0.28
N -0.188 0.961 0.361 0.06
C 1.944 0.281 0.221 -0.30
C -1.003 2.084 -0.060 -0.61
C -0.382 -0.413 -0.067 0.16
H 2.242 0.312 1.396 0.23
H -2.551 1.656 -0.925 0.21
H -0.043 2.893 -1.116 0.27
H -1.254 2.652 1.282 0.23
H 2.874 0.348 -0.208 0.38
```

## Properties
LUMO   -0.38 eV
HOMO-LUMO gap   8.42 eV


Arrangement 2

The following is a quantum chemistry calculation of the molecule C3H5NOS2, from the OMol25 dataset.

```
12
Properties=species:S:1:pos:R:3:mulliken_charge:R:1
S 1.117 2.067 -1.837 -0.12
S -1.505 1.634 2.171 -0.17
O -0.093 -0.236 -0.715 -0.40
N 0.595 1.903 -0.233 -0.46
C 0.051 0.781 0.109 0.93
C -0.202 -1.579 -0.241 -0.77
C -0.452 0.617 1.468 -0.44
H 0.735 -1.841 0.225 0.36
H -0.004 -0.210 1.960 0.34
H -1.021 -1.622 0.458 0.36
H 1.074 0.778 -2.254 0.14
H -0.296 -2.293 -1.111 0.21
```

## Properties
Structure (SMILES)   CO/C(C=S)=N\S
LUMO   -0.97 eV
HOMO-LUMO gap   7.57 eV


Referenced to the most stable arrangement, the calculated values in hartree are arrangement 1 0.2745; arrangement 2 0.0000.


Arrangement 1

The following is a quantum chemistry calculation of the molecule C3H5NOS2, from the OMol25 dataset.

```
12
Properties=species:S:1:pos:R:3:mulliken_charge:R:1
S 1.653 0.264 -0.308 -0.09
S 0.858 -1.596 -0.687 -0.11
O -1.558 2.092 -0.018 -0.47
N -1.184 0.104 -1.205 -0.37
C 1.202 0.533 1.446 -0.91
C -0.833 -1.229 -1.244 -0.34
C -1.231 1.140 -0.617 0.67
H 0.767 1.495 1.487 0.34
H -0.698 -1.516 -2.311 0.30
H 1.991 0.578 2.296 0.30
H 0.452 -0.078 1.754 0.35
H -1.419 -1.787 -0.594 0.34
```

## Properties
Structure (SMILES)   CSSCN=C=O
LUMO   0.52 eV
HOMO-LUMO gap   9.83 eV


Arrangement 2

The following is a quantum chemistry calculation of the molecule C3H5NOS2, from the OMol25 dataset.

```
12
Properties=species:S:1:pos:R:3:mulliken_charge:R:1
S 1.334 -1.440 -0.336 -0.02
S -2.866 -0.552 -0.145 -0.32
O 0.797 1.053 -0.513 -0.35
N -0.361 -1.458 -0.078 -0.22
C -0.593 0.984 -0.246 -0.43
C 1.605 0.267 0.258 -0.36
C -1.220 -0.417 -0.180 0.23
H 1.450 0.396 1.339 0.32
H -0.831 -2.374 0.107 0.26
H -1.113 1.595 -0.991 0.33
H -0.837 1.442 0.736 0.28
H 2.635 0.505 0.049 0.29
```

## Properties
Structure (SMILES)   S=C1COCSN1
LUMO   0.34 eV
HOMO-LUMO gap   8.88 eV


Referenced to the most stable arrangement, the calculated values in hartree are arrangement 1 0.0000; arrangement 2 0.0092.


Arrangement 1

The following is a quantum chemistry calculation of a cluster of 2 separate species, CH4FN in total, from the OMol25 dataset.

```
7
Properties=species:S:1:pos:R:3:mulliken_charge:R:1
F 1.511 -0.193 -2.042 -0.12
N 0.408 -1.025 -1.909 -0.17
C -0.404 0.495 0.352 -0.82
H 0.467 -0.177 0.636 0.21
H 0.774 -1.784 -1.239 0.26
H -1.194 0.336 1.118 0.29
H -0.258 1.176 -0.440 0.35
```

## Properties
LUMO (spin up / spin down)   -0.55 / 0.11 eV
HOMO-LUMO gap (spin up / spin down)   8.49 / 11.02 eV


Arrangement 2

The following is a quantum chemistry calculation of a cluster of 2 separate species, CH4FN in total, from the OMol25 dataset.

```
7
Properties=species:S:1:pos:R:3:mulliken_charge:R:1
F -1.766 -2.651 -1.005 -0.41
N -0.453 0.125 0.380 -0.42
C 0.632 0.550 -0.062 -0.16
H -0.894 0.341 1.241 0.20
H -1.391 -1.886 -1.451 0.40
H 0.819 0.059 -0.990 0.18
H 1.531 1.095 0.449 0.21
```

## Properties
Structure (SMILES)   C=N.F
LUMO   1.05 eV
HOMO-LUMO gap   10.96 eV


Referenced to the most stable arrangement, the calculated values in hartree are arrangement 1 0.1671; arrangement 2 0.0000.


Arrangement 1

The following is a quantum chemistry calculation of a cluster of 2 separate species, C4H9NOS2 in total, from the OMol25 dataset.

```
17
Properties=species:S:1:pos:R:3:mulliken_charge:R:1
S -1.756 -1.812 -0.108 -0.14
S -0.466 1.396 -0.490 -0.07
O 2.198 0.911 -0.618 -0.63
N -0.231 -1.153 0.116 -0.35
C 2.495 -1.306 0.272 -1.06
C 1.747 0.058 0.410 0.26
C -1.771 2.028 0.752 -0.67
C 0.234 -0.039 0.132 0.32
H 2.266 2.129 0.330 0.37
H -1.346 2.397 1.640 0.28
H -2.379 2.802 0.106 0.26
H -2.539 1.181 0.785 0.23
H 2.300 -1.718 1.222 0.33
H 3.690 -1.435 0.181 0.28
H 1.801 0.455 1.547 0.23
H 1.873 -1.881 -0.540 0.24
H -2.311 -0.942 -0.976 0.13
```

## Properties
LUMO   -0.92 eV
HOMO-LUMO gap   7.87 eV


Arrangement 2

The following is a quantum chemistry calculation of the molecule C4H9NOS2, from the OMol25 dataset.

```
17
Properties=species:S:1:pos:R:3:mulliken_charge:R:1
S 3.973 -0.786 -0.606 0.08
S -2.788 -0.870 0.498 -0.03
O 4.143 0.361 -1.784 -0.48
N -0.189 -0.697 0.073 -0.31
C -3.870 0.550 0.884 -0.63
C -1.218 -0.097 0.443 -0.11
C 2.103 -1.016 -0.653 -0.80
C 1.128 -0.027 0.102 -0.34
H -4.189 0.471 1.998 0.25
H 1.797 -2.012 -0.126 0.34
H 1.272 0.177 1.209 0.34
H -3.120 1.469 0.829 0.21
H 1.163 0.907 -0.649 0.24
H -4.764 0.482 0.205 0.28
H -1.139 0.975 0.785 0.22
H 3.716 1.227 -1.549 0.34
H 1.983 -1.113 -1.658 0.40
```

## Properties
Structure (SMILES)   CS/C=N/CCSO
LUMO   0.57 eV
HOMO-LUMO gap   9.18 eV


Referenced to the most stable arrangement, the calculated values in hartree are arrangement 1 0.1234; arrangement 2 0.0000.


Arrangement 1

The following is a quantum chemistry calculation of a structure of composition FH3N2O2S, from the OMol25 dataset.

```
9
Properties=species:S:1:pos:R:3:mulliken_charge:R:1
S 0.509 1.444 0.244 0.75
F -0.964 -1.149 1.549 -0.47
O 1.792 0.964 -0.192 -0.48
O 0.071 0.852 1.530 -0.55
N -0.577 0.042 -1.104 -0.06
N 0.098 -0.886 -1.527 -0.28
H -0.461 -0.424 1.859 0.46
H 1.092 -0.635 -1.621 0.31
H -1.561 -0.209 -0.737 0.31
```

## Properties
LUMO   -1.19 eV
HOMO-LUMO gap   9.27 eV


Arrangement 2

The following is a quantum chemistry calculation of the molecule FH3N2O2S, from the OMol25 dataset.

```
9
Properties=species:S:1:pos:R:3:mulliken_charge:R:1
S 0.195 0.044 1.102 1.17
F 1.231 -1.258 0.877 -0.29
O -0.428 -0.060 2.333 -0.49
O 1.085 1.202 0.840 -0.56
N -0.718 -0.193 -0.154 -0.17
N -0.334 0.149 -1.474 -0.52
H 0.650 0.174 -1.679 0.27
H -0.646 1.127 -1.657 0.28
H -1.035 -1.185 -0.188 0.30
```

## Properties
Structure (SMILES)   NNS(=O)(=O)F
LUMO   0.57 eV
HOMO-LUMO gap   11.92 eV


Arrangement 3

The following is a quantum chemistry calculation of a cluster of 2 separate species, FH3N2O2S in total, from the OMol25 dataset.

```
9
Properties=species:S:1:pos:R:3:mulliken_charge:R:1
S 1.015 -0.435 -0.019 1.13
F -1.199 -1.375 0.022 -0.14
O 1.562 -1.458 0.741 -0.55
O 1.903 0.264 -0.990 -0.59
N -0.269 -1.082 -0.926 -0.30
N 0.241 0.736 1.000 -0.50
H 0.721 0.689 1.824 0.27
H 0.315 1.673 0.655 0.29
H -0.056 -2.388 -1.353 0.38
```

## Properties
LUMO   -0.34 eV
HOMO-LUMO gap   10.51 eV


Referenced to the most stable arrangement, the calculated values in hartree are arrangement 1 0.0172; arrangement 2 0.0000; arrangement 3 0.1133.


Arrangement 1

The following is a quantum chemistry calculation of a structure of composition C3H4MgO3, from the OMol25 dataset.

```
11
Properties=species:S:1:pos:R:3:mulliken_charge:R:1
Mg 0.156 0.342 0.437 0.65
O 1.547 -1.023 0.302 -0.59
O -2.925 -0.682 0.394 -0.27
O -1.042 -1.580 0.370 0.07
C -0.168 -2.517 -0.235 -0.55
C 1.140 -2.214 -0.060 0.32
C -2.338 -1.847 0.437 -0.39
H 1.854 -3.049 -0.015 0.32
H -0.313 0.807 -1.197 -0.28
H -0.602 -3.480 -0.484 0.33
H -3.861 -0.798 0.188 0.40
```

## Properties
LUMO   -0.94 eV
HOMO-LUMO gap   6.90 eV


Arrangement 2

The following is a quantum chemistry calculation of a structure of composition C3H4MgO3, from the OMol25 dataset.

```
11
Properties=species:S:1:pos:R:3:mulliken_charge:R:1
Mg 0.224 -1.928 0.205 0.89
O 1.775 -0.853 0.537 -0.82
O -0.231 -0.425 -1.255 -0.61
O -2.527 -0.222 0.093 -0.42
C 0.092 0.593 -0.408 0.06
C -1.232 -0.387 0.393 -0.25
C 1.490 0.454 0.182 -0.16
H 2.194 0.848 -0.582 0.26
H -3.118 -0.845 0.542 0.39
H 1.536 1.164 1.035 0.27
H -0.204 1.600 -0.743 0.38
```

## Properties
LUMO   -1.34 eV
HOMO-LUMO gap   6.51 eV


Referenced to the most stable arrangement, the calculated values in hartree are arrangement 1 0.0000; arrangement 2 0.0054.


Arrangement 1

The following is a quantum chemistry calculation of the molecule C7H14N2O, from the OMol25 dataset.

```
24
Properties=species:S:1:pos:R:3:mulliken_charge:R:1
O -0.799 -0.469 1.346 -0.46
N -0.933 -0.503 -1.032 -0.33
N -1.127 2.615 0.317 -0.51
C 1.328 1.106 -1.456 -1.33
C 1.211 0.236 -0.209 0.07
C -2.375 -0.454 -1.031 -0.92
C 1.972 0.808 0.987 -1.20
C -0.821 1.520 0.243 -0.17
C -0.360 -1.783 1.703 -0.70
C -0.300 0.092 0.138 1.02
H 1.629 -0.687 -0.408 0.58
H -2.733 -1.216 -0.394 0.30
H -1.068 -2.172 2.352 0.37
H 0.635 -1.735 2.133 0.21
H 3.078 1.231 0.827 0.31
H 1.363 1.542 1.522 0.32
H -0.595 -2.489 0.803 0.24
H 2.470 1.179 -1.801 0.35
H -2.702 0.547 -0.813 0.30
H 2.092 -0.057 1.649 0.30
H -2.937 -0.656 -2.031 0.28
H -0.709 -1.372 -1.335 0.28
H 0.992 2.153 -1.257 0.34
H 0.687 0.563 -2.254 0.35
```

## Properties
Structure (SMILES)   CN[C@@](C#N)(OC)C(C)C
LUMO   0.72 eV
HOMO-LUMO gap   10.10 eV


Arrangement 2

The following is a quantum chemistry calculation of a structure of composition C7H14N2O, from the OMol25 dataset.

```
24
Properties=species:S:1:pos:R:3:mulliken_charge:R:1
O 2.167 -0.513 0.859 -0.40
N 0.083 1.574 1.062 -0.94
N 1.630 1.239 -1.157 -0.77
C 0.677 0.190 -0.853 1.11
C -0.550 -0.898 1.036 -0.50
C 1.214 -0.887 0.013 -0.39
C -0.414 0.580 0.292 1.56
C -1.834 0.812 -0.292 -1.79
C 0.098 -0.389 -2.139 -1.94
C -0.483 -1.039 2.376 -1.01
H -1.802 1.703 -0.920 0.37
H -2.215 -0.025 -0.876 0.36
H -1.122 -1.644 0.487 0.35
H 1.746 1.789 -0.307 0.34
H -0.554 -1.244 -1.953 0.38
H -0.349 1.557 1.985 0.27
H -0.897 -1.902 2.882 0.30
H -0.484 0.365 -2.671 0.42
H 0.009 -0.293 2.991 0.31
H -2.511 0.998 0.541 0.47
H 1.225 1.863 -1.848 0.30
H 2.294 -1.186 1.545 0.45
H 0.913 -0.712 -2.790 0.44
H 1.161 -1.938 -0.263 0.32
```

## Properties
LUMO (spin up / spin down)   -0.47 / -0.14 eV
HOMO-LUMO gap (spin up / spin down)   6.34 / 8.10 eV


Arrangement 3

The following is a quantum chemistry calculation of the molecule C7H14N2O, from the OMol25 dataset.

```
24
Properties=species:S:1:pos:R:3:mulliken_charge:R:1
O 0.487 -1.139 1.436 -0.51
N -0.039 0.644 -0.028 0.72
N -1.116 1.050 -0.778 -0.67
C 1.104 1.390 0.285 -1.12
C -1.321 2.237 -1.071 -0.42
C 1.505 -1.018 -2.019 -0.64
C 0.133 -0.821 0.067 1.16
C -0.428 -0.534 2.395 -0.84
C -1.228 -1.494 -0.313 -1.44
C 1.301 -1.237 -0.725 -0.68
H 1.285 1.130 1.383 0.25
H -0.851 0.411 1.996 0.37
H -1.205 -1.364 -1.427 0.33
H -0.534 3.079 -1.041 0.18
H 2.363 -1.396 -2.672 0.25
H 0.853 2.433 0.430 0.47
H -1.793 -0.823 0.207 0.47
H 0.108 -0.342 3.291 0.34
H -1.190 -2.441 0.096 0.46
H 2.176 -1.585 -0.093 0.26
H 1.928 1.096 -0.274 0.34
H -2.176 2.557 -1.712 0.24
H 0.673 -0.588 -2.638 0.23
H -1.368 -1.219 2.511 0.24
```

## Properties
Structure (SMILES)   C=C[C@@](C)(OC)N(C)N=C
LUMO   0.92 eV
HOMO-LUMO gap   9.38 eV


Referenced to the most stable arrangement, the calculated values in hartree are arrangement 1 0.0000; arrangement 2 0.0791; arrangement 3 0.0633.